{"formula": "C28H39As2MgN6OS", "method": "ωB97M-V/def2-TZVPD", "e_above_lowest_kcal_mol": 2.0, "spin_multiplicity": 1, "charge": 1, "homo_energy_ev": -10.35, "lumo_energy_ha": -0.103, "orbital_gap_ev": 7.552, "e_tot_ev": -178612.9065, "species": ["Mg", "N", "C", "S", "N", "N", "C", "C", "C", "C", "C", "C", "C", "C", "C", "C", "C", "C", "N", "H", "H", "H", "H", "H", "H", "H", "H", "H", "H", "H", "C", "As", "C", "C", "C", "C", "C", "C", "C", "As", "C", "C", "H", "H", "H", "H", "H", "H", "H", "H", "H", "H", "H", "H", "H", "H", "H", "H", "C", "N", "C", "C", "O", "N", "C", "C", "H", "H", "H", "H", "H", "H", "H", "H", "H", "H", "H", "H"], "xyz": [[-0.51943, -0.20043, 0.30991], [-4.69767, 0.75851, -0.64631], [-3.52419, 0.18391, -0.25489], [-2.62567, 0.99332, 0.99744], [-3.23129, -0.92835, -0.89492], [-1.99179, -1.42848, -0.55677], [-1.82676, -2.69804, -0.61604], [-2.86592, -3.67439, -1.02539], [-3.19396, -4.72598, -0.17316], [-4.17004, -5.64289, -0.53496], [-4.80740, -5.52589, -1.76223], [-4.47212, -4.48727, -2.62213], [-3.51347, -3.55816, -2.25230], [-0.48911, -3.18683, -0.15279], [-0.06035, -4.47841, -0.41349], [1.15751, -4.89803, 0.09520], [1.91108, -4.01914, 0.85389], [1.42937, -2.73678, 1.03152], [0.26509, -2.31382, 0.53917], [-5.12292, 1.40606, -0.00481], [-5.31769, 0.17249, -1.18417], [-2.69761, -4.82091, 0.78636], [-4.42941, -6.44808, 0.13984], [-5.56192, -6.24624, -2.05119], [-4.96574, -4.39583, -3.58081], [-3.26790, -2.73687, -2.91053], [-0.68015, -5.14026, -1.00161], [1.50966, -5.90386, -0.09422], [2.85728, -4.31024, 1.28818], [2.00560, -2.01018, 1.59017], [1.11746, -0.66905, 4.07678], [0.77739, 0.51763, 2.56800], [-0.27038, 1.87312, 3.48815], [2.50676, 1.39372, 2.36783], [3.00199, 2.13431, 3.44243], [4.18979, 2.83752, 3.33337], [4.89875, 2.80665, 2.13983], [4.42599, 2.05494, 1.07631], [3.23288, 1.33733, 1.17031], [2.70908, 0.14898, -0.30518], [4.31454, -0.97458, -0.24578], [3.17255, 1.24720, -1.84307], [1.10592, -0.09581, 5.00145], [2.08790, -1.14684, 3.96391], [0.34381, -1.43344, 4.11979], [0.28162, 2.29698, 4.32377], [-1.17337, 1.38684, 3.85531], [-0.56777, 2.66163, 2.80012], [2.45808, 2.16657, 4.37861], [4.56136, 3.40662, 4.17535], [5.82642, 3.35677, 2.04251], [5.00780, 2.02059, 0.16351], [5.17708, -0.43180, -0.63095], [4.16273, -1.87589, -0.83820], [4.51164, -1.25712, 0.78774], [4.15774, 1.69833, -1.74531], [2.42012, 2.02276, -1.97375], [3.16699, 0.60158, -2.72087], [0.74197, 3.84081, 0.30911], [-0.05194, 3.68458, -0.90013], [-0.01604, 4.81780, -1.81799], [-0.43665, 2.45261, -1.28609], [0.07566, 1.43874, -0.73939], [-1.34862, 2.34265, -2.28210], [-1.42466, 1.13750, -3.09662], [-2.46811, 3.26330, -2.43422], [0.48126, 4.78763, 0.78160], [1.81330, 3.83979, 0.09044], [0.53439, 3.03118, 0.99907], [1.00302, 5.20814, -1.85249], [-0.68065, 5.61901, -1.49243], [-0.29567, 4.50668, -2.81888], [-0.69147, 0.41080, -2.76491], [-1.22487, 1.37990, -4.14234], [-2.41534, 0.69260, -3.02291], [-2.47237, 3.99616, -1.63280], [-3.39179, 2.68679, -2.37122], [-2.43937, 3.77890, -3.39665]], "lowdin_charge": [0.317, 0.069, -0.861, 0.607, 0.007, -0.027, -0.162, -0.190, -0.040, -0.067, -0.072, -0.065, -0.031, -0.191, 0.009, -0.023, -0.033, -0.164, 0.049, 0.081, 0.102, 0.122, 0.108, 0.108, 0.108, 0.111, 0.125, 0.121, 0.116, 0.069, -0.274, 1.124, -0.293, -0.415, -0.107, -0.067, -0.065, -0.112, -0.416, 1.166, -0.299, -0.289, 0.032, 0.029, 0.031, 0.027, 0.032, 0.013, 0.094, 0.111, 0.111, 0.090, 0.026, 0.020, 0.026, 0.020, 0.011, 0.033, -0.016, -0.108, -0.032, -0.501, -0.190, -0.118, -0.021, -0.039, 0.105, 0.097, 0.046, 0.097, 0.098, 0.087, 0.083, 0.097, 0.082, 0.092, 0.082, 0.095]}

---

{"formula": "C28H39ClFeN4O5", "method": "ωB97M-V/def2-TZVPD", "e_above_lowest_kcal_mol": 30.9, "spin_multiplicity": 6, "s2": 8.77, "charge": -1, "homo_energy_ev": [-1.48, -4.99], "lumo_energy_ha": [0.091, 0.081], "orbital_gap_ev": [3.963, 7.201], "e_tot_ev": -92778.7671, "species": ["Fe", "Cl", "N", "N", "C", "C", "C", "C", "C", "C", "H", "H", "H", "H", "H", "H", "C", "C", "C", "C", "H", "H", "H", "H", "H", "H", "O", "H", "H", "O", "H", "H", "C", "C", "C", "H", "H", "C", "C", "H", "C", "C", "C", "C", "H", "C", "H", "H", "H", "H", "H", "H", "H", "H", "C", "C", "C", "C", "C", "C", "O", "N", "C", "O", "N", "C", "O", "H", "H", "H", "H", "H", "H", "H", "H", "H", "H", "H"], "xyz": [[-0.42086, -0.05264, 0.78090], [-0.41854, -0.07156, 2.94069], [-0.31420, 1.75437, -0.06786], [-0.52528, -1.90699, -0.11644], [-0.82742, 2.47217, -1.05289], [-1.08677, -2.58656, -1.09839], [0.71956, 2.59375, 0.59343], [1.03359, 3.61669, -0.47450], [1.94974, 1.80058, 0.96156], [0.13967, 3.23382, 1.84677], [2.42130, 1.31023, 0.10581], [1.72721, 1.04634, 1.72467], [2.69796, 2.46399, 1.40561], [-0.79080, 3.76772, 1.61379], [0.88088, 3.94237, 2.23887], [-0.07278, 2.46695, 2.60243], [0.42453, -2.83455, 0.57083], [0.61560, -3.93153, -0.45724], [-0.20969, -3.37212, 1.84681], [1.74147, -2.16397, 0.88906], [2.22133, -1.75177, -0.00730], [2.41618, -2.91132, 1.32846], [1.62401, -1.37846, 1.64784], [-1.20057, -3.79096, 1.62997], [-0.32464, -2.56820, 2.58496], [0.43448, -4.16059, 2.25870], [-0.43756, -3.69821, -1.44051], [0.48126, -4.94786, -0.06459], [1.58360, -3.86518, -0.97177], [-0.06229, 3.48721, -1.43653], [1.96842, 3.40856, -1.01031], [1.03448, 4.65453, -0.12181], [-2.15965, 2.33721, -1.72716], [-2.36415, -2.31370, -1.84003], [-2.26715, -1.13642, -2.76410], [-3.11795, -2.08796, -1.07131], [-2.66672, -3.21284, -2.39592], [-2.95186, 0.05861, -2.49339], [-2.18052, 1.20995, -2.71412], [-3.93881, 0.08533, -2.04345], [-1.47995, 1.25988, -3.93335], [-1.25972, 0.04481, -4.58962], [-1.03663, 2.55443, -4.53957], [-1.54550, -1.17761, -3.97101], [-0.78010, 0.04905, -5.56554], [-1.15221, -2.46933, -4.61962], [-0.71055, -2.25582, -5.59953], [-2.02019, -3.12471, -4.77974], [-0.41772, -3.02748, -4.02366], [-1.88187, 3.24453, -4.67428], [-0.60227, 2.35494, -5.52506], [-0.28458, 3.06356, -3.92262], [-2.41737, 3.29263, -2.21044], [-2.87732, 2.11989, -0.92159], [4.44795, -2.15157, 4.91008], [4.05201, -1.13827, 3.84205], [5.25375, -0.41710, 3.16508], [6.22756, 0.16030, 4.24618], [5.58953, 1.08221, 5.26712], [6.03934, -1.40392, 2.27971], [6.88306, -2.17920, 2.71295], [5.70691, -1.42291, 0.94404], [4.70707, -0.67352, 0.30284], [4.30575, -1.03760, -0.80257], [4.26783, 0.41291, 0.97983], [4.66895, 0.67665, 2.22825], [4.50153, 1.81927, 2.71115], [5.31297, -2.74772, 4.59122], [3.60752, -2.82744, 5.10236], [4.68503, -1.64114, 5.85153], [3.44698, -1.62780, 3.05672], [3.40681, -0.36037, 4.28878], [6.71921, -0.68624, 4.74788], [7.01291, 0.71826, 3.71583], [4.91649, 0.55678, 5.95262], [6.37494, 1.56127, 5.85831], [5.03983, 1.86072, 4.72822], [6.10120, -2.16364, 0.38049]], "lowdin_charge": [0.594, 0.103, 0.030, 0.050, -0.305, -0.302, -0.568, -0.049, -0.079, -0.041, 0.083, 0.036, 0.086, 0.090, 0.095, 0.022, -0.567, -0.058, -0.047, -0.059, 0.083, 0.102, 0.031, 0.093, 0.011, 0.092, 0.020, 0.133, 0.139, 0.019, 0.140, 0.133, -0.067, -0.066, -0.230, 0.123, 0.122, -0.087, -0.232, 0.090, -0.255, -0.049, -0.054, -0.256, 0.093, -0.056, 0.070, 0.079, 0.070, 0.080, 0.070, 0.068, 0.124, 0.123, -0.091, -0.165, -0.272, -0.181, -0.108, -0.391, 0.046, 0.184, -0.570, -0.003, 0.141, -0.442, -0.018, 0.074, 0.070, 0.065, 0.097, 0.126, 0.107, 0.124, 0.061, 0.068, 0.061, 0.148]}

---

{"formula": "C28H39F10N2O2", "method": "ωB97M-V/def2-TZVPD", "spin_multiplicity": 1, "charge": 1, "homo_energy_ev": -10.75, "lumo_energy_ha": -0.098, "orbital_gap_ev": 8.093, "e_tot_ev": -63888.6815, "species": ["C", "C", "C", "N", "C", "C", "C", "C", "F", "F", "C", "F", "F", "C", "F", "F", "C", "F", "F", "F", "C", "O", "C", "C", "C", "C", "C", "C", "N", "C", "C", "C", "C", "C", "C", "C", "C", "C", "F", "H", "H", "H", "H", "H", "H", "H", "H", "H", "H", "H", "H", "H", "H", "H", "H", "H", "H", "H", "H", "H", "H", "H", "H", "H", "H", "H", "H", "H", "H", "H", "H", "H", "C", "C", "O", "H", "H", "H", "H", "H", "H"], "xyz": [[1.10690, -4.15415, 0.89958], [0.74629, -3.07142, 1.75421], [0.30746, -1.78180, 2.72486], [0.10409, -0.49224, 1.90133], [-1.01587, 0.30756, 2.50026], [-2.32195, 0.11389, 1.47228], [-3.24225, -1.20402, 1.84840], [-4.06369, -1.81805, 0.53321], [-5.49634, -2.02115, 0.96859], [-4.15032, -0.82882, -0.59752], [-3.52330, -3.28550, 0.04466], [-4.51204, -4.30373, 0.55745], [-2.20126, -3.68320, 0.57935], [-3.46054, -3.48996, -1.58852], [-4.74454, -3.15963, -2.28720], [-3.27067, -4.97329, -1.80375], [-2.18552, -2.76479, -2.32154], [-2.48775, -2.14683, -3.63548], [-1.49823, -1.73281, -1.50473], [-1.14672, -3.82749, -2.59455], [-0.79362, 1.90938, 2.64944], [0.57002, 2.41312, 2.51230], [1.32394, 1.79419, 1.42199], [2.88564, 2.36143, 1.49282], [3.14122, 3.72729, 0.62728], [4.78152, 3.88495, 0.40817], [5.19331, 3.46756, -1.13884], [4.91234, 1.88956, -1.50129], [5.74502, 1.49453, -2.72598], [0.64946, 1.85850, -0.05955], [-0.18128, 3.21506, -0.42373], [-0.10541, 4.66887, 0.32217], [-1.09120, 5.91127, -0.19382], [-2.17592, 5.76607, -1.42296], [-2.24735, 4.31121, -2.19099], [-3.27421, 4.04754, -3.48400], [-1.27355, 3.09347, -1.68433], [1.45096, 0.17771, 1.83363], [2.19205, -0.46209, 0.68260], [1.55961, -4.85672, 0.04767], [-0.66201, -2.13074, 3.27876], [1.14642, -1.67303, 3.54092], [-0.10897, -0.84452, 0.91950], [-1.41072, -0.10266, 3.54957], [-1.96822, 0.13003, 0.33373], [-3.05832, 1.04898, 1.56623], [-2.68185, -2.02560, 2.46791], [-4.10187, -0.79236, 2.56752], [-1.15428, 2.20790, 3.74830], [-1.50954, 2.53778, 1.92984], [3.68218, 1.57056, 1.12887], [3.10889, 2.51590, 2.65514], [2.82210, 4.67269, 1.27151], [2.67280, 3.73914, -0.44479], [5.15956, 4.95870, 0.68751], [5.27302, 3.13523, 1.17623], [6.34575, 3.70885, -1.29307], [4.53395, 4.12914, -1.84847], [5.17793, 1.18072, -0.60878], [3.78468, 1.71748, -1.80626], [5.57307, 0.47483, -2.89441], [5.36708, 2.00071, -3.57889], [1.54521, 1.78837, -0.84573], [-0.05633, 0.94128, -0.32859], [0.64713, 4.81796, 1.23660], [-1.05069, 6.95746, 0.35897], [-2.89927, 6.60485, -1.80470], [-2.62947, 4.04659, -4.48523], [-3.99971, 4.96436, -3.57136], [-3.80869, 3.00730, -3.43954], [-1.35337, 2.05936, -2.25000], [2.07430, 0.16436, 2.82633], [-1.13770, -8.09328, -0.31871], [0.08343, -7.20996, -0.46996], [1.09221, -7.61653, 0.44303], [-1.52638, -8.04074, 0.70352], [-1.92664, -7.78999, -1.01272], [-0.88390, -9.14115, -0.50939], [-0.16957, -6.16715, -0.25705], [0.48572, -7.26712, -1.48604], [1.31575, -8.54115, 0.24025]], "lowdin_charge": [0.126, -0.032, -0.097, -0.042, -0.180, -0.103, -0.052, -0.152, -0.005, 0.002, -0.108, 0.033, 0.019, -0.074, 0.051, 0.025, -0.130, 0.062, 0.018, 0.026, -0.111, -0.130, -0.322, -0.100, -0.189, -0.200, -0.194, -0.288, -0.066, -0.096, -0.139, -0.024, -0.043, -0.025, -0.175, -0.112, 0.002, -0.100, -0.033, 0.100, 0.130, 0.157, 0.176, 0.181, 0.119, 0.152, 0.120, 0.155, 0.167, 0.144, 0.115, 0.151, 0.117, 0.108, 0.116, 0.110, 0.127, 0.115, 0.115, 0.102, 0.066, 0.082, 0.133, 0.106, 0.089, 0.090, 0.095, 0.093, 0.080, 0.080, 0.093, 0.198, -0.084, -0.346, -0.098, 0.082, 0.072, 0.078, 0.067, 0.114, 0.095]}